Computed, not measured: C35H32N4O2PtS2Sb as an isolated structure in a non-equilibrium geometry, with ωB97M-V/def2-TZVPD.

The geometry in XYZ format:
```
77
C35H32N4O2PtS2Sb (ωB97M-V/def2-TZVPD)
Pt 1.292 0.446 -0.723
C -1.652 0.184 -2.398
C -0.690 -0.916 -2.711
C -1.096 -1.905 -3.598
C -0.248 -2.921 -3.970
C 1.036 -2.924 -3.455
C 1.398 -1.942 -2.550
N 0.557 -0.945 -2.176
Sb 3.480 -1.966 -2.035
C 3.073 -2.058 0.092
C 3.636 -3.168 0.702
C 3.627 -3.250 2.085
C 3.100 -2.191 2.792
C 2.555 -1.098 2.123
C 2.015 0.038 2.938
N 2.528 -1.042 0.778
C 3.978 0.114 -2.280
C 5.192 0.307 -2.917
C 5.574 1.595 -3.259
C 4.701 2.623 -2.993
C 3.482 2.377 -2.367
C 2.557 3.531 -2.128
N 3.133 1.128 -1.998
H -2.674 -0.147 -2.580
H -1.561 0.516 -1.369
H -1.445 1.036 -3.044
H -2.099 -1.856 -4.002
H -0.576 -3.692 -4.657
H 1.748 -3.690 -3.729
H 4.066 -3.960 0.102
H 4.031 -4.113 2.597
H 3.100 -2.200 3.874
H 1.788 -0.294 3.948
H 2.756 0.837 3.012
H 1.114 0.443 2.484
H 5.829 -0.541 -3.131
H 6.526 1.787 -3.737
H 4.950 3.638 -3.275
H 2.882 4.401 -2.694
H 1.542 3.275 -2.424
H 2.561 3.812 -1.073
O -0.181 2.299 -1.556
N -0.666 2.985 -0.614
C -1.842 3.652 -0.783
C -2.329 4.462 0.204
C -1.630 4.607 1.416
C -0.456 3.929 1.591
C 0.045 3.097 0.570
S 1.517 2.278 0.753
H -2.322 3.499 -1.738
H -3.253 4.996 0.032
H -2.014 5.243 2.201
H 0.115 4.010 2.506
O -0.533 -0.299 0.730
S -1.606 -1.355 0.528
C -3.162 -0.475 0.508
C -3.299 0.697 1.235
C -4.517 1.358 1.212
C -5.577 0.849 0.467
C -5.424 -0.328 -0.254
C -4.207 -0.998 -0.238
C -1.830 -2.160 2.110
C -1.141 -1.704 3.218
C -1.323 -2.351 4.434
C -2.194 -3.428 4.525
C -2.883 -3.868 3.400
C -2.696 -3.243 2.179
H -2.464 1.074 1.818
H -4.649 2.265 1.791
H -6.525 1.371 0.449
H -6.252 -0.727 -0.826
H -4.075 -1.918 -0.799
H -0.483 -0.853 3.126
H -0.785 -2.011 5.310
H -2.337 -3.929 5.473
H -3.569 -4.701 3.476
H -3.221 -3.592 1.297
```

Its charge is +2. As for the spin multiplicity: 2. As for the strongest force on any atom: 0.0255 hartree/bohr. The energy is -78307.181 eV. The value obtained for the LUMO energy (spin up / spin down) is -6.22 / -8.27 eV. The value obtained for the energy relative to the best compared isomer or geometry (same formula, charge and spin) is 2.4326 eV.